(1)
C34H86N4O13 | ωB97M-V/def2-TZVPD

* LUMO level: 0.009 Ha
* SMILES: COC[C@H](C)N.COC[C@H](C)N.COC[C@H](C)N.COC[C@H](C)N.COCCOCCOC.COCCOCCOC.COCCOCCOC
* DFT total energy: -69217.523 eV
* F_max: 3.7 eV/A

Positions of all 137 atoms, in Å:
C (-0.97, -5.93, 2.30)
O (0.23, -6.57, 1.88)
C (1.22, -5.65, 1.56)
C (2.11, -5.11, 2.77)
O (1.42, -4.18, 3.58)
C (1.45, -4.43, 4.95)
C (0.56, -3.45, 5.77)
O (-0.76, -3.35, 5.31)
C (-1.48, -2.34, 5.93)
H (-1.40, -5.35, 1.48)
H (-0.75, -5.22, 3.09)
H (-1.75, -6.55, 2.75)
H (0.78, -4.81, 1.02)
H (2.04, -6.15, 1.05)
H (3.01, -4.58, 2.46)
H (2.41, -5.97, 3.38)
H (2.51, -4.29, 5.15)
H (1.10, -5.45, 5.12)
H (1.03, -2.47, 5.68)
H (0.58, -3.69, 6.83)
H (-1.05, -1.34, 5.86)
H (-1.52, -2.71, 6.95)
H (-2.50, -2.40, 5.55)
C (1.94, 8.57, -0.59)
O (0.88, 9.25, -0.14)
C (-0.23, 8.43, 0.15)
C (-1.32, 9.27, 0.76)
O (-2.66, 8.72, 0.62)
C (-3.65, 9.15, 1.59)
C (-4.87, 8.29, 1.35)
O (-5.95, 8.79, 2.19)
C (-7.25, 8.33, 1.93)
H (2.41, 7.99, 0.21)
H (2.64, 9.32, -0.96)
H (1.67, 7.91, -1.41)
H (-0.11, 7.61, 0.85)
H (-0.65, 8.02, -0.77)
H (-1.40, 10.27, 0.31)
H (-1.07, 9.37, 1.82)
H (-3.97, 10.19, 1.49)
H (-3.28, 8.95, 2.60)
H (-4.62, 7.24, 1.49)
H (-5.30, 8.27, 0.35)
H (-7.26, 7.47, 1.27)
H (-7.78, 9.20, 1.53)
H (-7.76, 8.19, 2.88)
C (9.67, -4.17, -6.09)
O (9.37, -2.86, -6.62)
C (8.01, -2.60, -6.82)
C (7.22, -2.02, -5.64)
O (6.73, -3.06, -4.80)
C (6.07, -2.58, -3.65)
C (4.66, -1.90, -3.89)
O (4.53, -0.60, -4.40)
C (5.50, 0.39, -3.89)
H (9.43, -4.93, -6.83)
H (9.14, -4.50, -5.20)
H (10.74, -4.08, -5.87)
H (7.54, -3.54, -7.11)
H (7.99, -2.01, -7.74)
H (6.34, -1.52, -6.05)
H (7.84, -1.28, -5.12)
H (6.69, -1.86, -3.12)
H (5.96, -3.41, -2.95)
H (4.27, -1.86, -2.88)
H (3.99, -2.54, -4.46)
H (5.30, 1.27, -4.50)
H (6.51, 0.03, -4.09)
H (5.36, 0.57, -2.82)
C (-9.52, 0.48, 4.92)
C (-10.45, -0.40, 5.82)
C (-11.91, -0.63, 5.12)
O (-12.63, -1.62, 5.88)
C (-13.92, -1.98, 5.44)
N (-9.89, -1.79, 6.02)
H (-9.25, -0.07, 4.02)
H (-8.66, 0.49, 5.58)
H (-9.95, 1.45, 4.66)
H (-10.51, 0.05, 6.82)
H (-11.83, -1.04, 4.11)
H (-12.48, 0.27, 4.91)
H (-14.56, -1.12, 5.63)
H (-14.38, -2.87, 5.88)
H (-14.02, -2.24, 4.38)
H (-9.10, -1.92, 6.63)
H (-10.64, -2.28, 6.48)
C (-0.31, 2.26, 2.31)
C (-0.27, 0.85, 1.78)
C (-0.89, 0.55, 0.31)
O (-2.27, 0.80, 0.34)
C (-3.03, -0.11, 1.11)
N (1.10, 0.27, 1.76)
H (-1.10, 2.84, 1.82)
H (0.64, 2.63, 1.93)
H (-0.28, 2.27, 3.40)
H (-0.64, 0.22, 2.59)
H (-0.84, -0.51, 0.04)
H (-0.50, 1.17, -0.50)
H (-3.88, 0.50, 1.43)
H (-2.59, -0.17, 2.11)
H (-3.39, -0.99, 0.58)
H (1.48, 0.76, 0.96)
H (1.03, -0.70, 1.47)
C (12.43, -3.83, 1.82)
C (11.22, -3.19, 1.13)
C (10.30, -2.42, 2.03)
O (9.29, -1.62, 1.32)
C (8.46, -0.94, 2.24)
N (11.92, -2.27, 0.26)
H (12.01, -4.54, 2.52)
H (13.14, -3.21, 2.37)
H (13.03, -4.26, 1.00)
H (10.72, -3.91, 0.49)
H (10.81, -1.88, 2.82)
H (9.73, -3.21, 2.53)
H (7.78, -0.37, 1.61)
H (9.12, -0.32, 2.85)
H (7.97, -1.76, 2.76)
H (12.46, -2.68, -0.49)
H (11.21, -1.78, -0.26)
C (-5.90, -0.34, -7.07)
C (-4.50, -0.93, -7.15)
C (-3.89, -0.38, -8.47)
O (-4.70, -0.70, -9.66)
C (-4.83, 0.47, -10.52)
N (-3.83, -0.53, -5.98)
H (-6.01, 0.74, -7.16)
H (-6.54, -0.80, -6.33)
H (-6.39, -0.79, -7.93)
H (-4.68, -2.00, -7.26)
H (-2.83, -0.63, -8.52)
H (-3.93, 0.71, -8.47)
H (-3.85, 0.86, -10.80)
H (-5.31, 1.31, -10.02)
H (-5.43, 0.30, -11.41)
H (-2.82, -0.47, -5.95)
H (-4.25, 0.23, -5.46)

(2)
C34H88FN5O12P3S6 | ωB97M-V/def2-TZVPD

* LUMO level: -0.117 Ha
* net charge: +1
* DFT total energy: -164277.537 eV
* F_max: 6.9 eV/A

Positions of all 149 atoms, in Å:
C (-1.66, -0.62, -0.10)
C (-1.72, -2.21, -0.52)
C (-0.47, -2.99, 0.20)
C (0.99, -2.76, -0.51)
C (0.93, -2.11, -2.02)
C (2.43, -2.30, -2.68)
C (2.31, -1.99, -4.29)
C (2.56, -0.40, -4.63)
C (4.03, 0.12, -4.11)
C (4.52, 1.53, -4.81)
C (3.38, 2.72, -4.68)
C (3.56, 3.43, -3.20)
C (2.19, 3.26, -2.24)
N (2.00, 4.39, -1.26)
C (2.40, 4.06, 0.18)
P (4.32, 3.68, 0.17)
N (4.69, 2.16, -0.18)
P (1.44, 2.59, 0.96)
N (2.57, 1.64, 2.02)
O (0.20, 3.10, 2.07)
C (2.34, 5.40, 1.18)
O (1.83, 6.57, 0.45)
C (0.54, 6.23, -0.18)
F (-0.36, 5.80, 0.96)
C (0.64, 5.11, -1.39)
O (-0.39, 4.07, -1.33)
C (-1.75, 4.54, -1.52)
C (-2.66, 3.59, -2.56)
N (-4.08, 3.37, -2.06)
C (-5.04, 3.18, -3.23)
C (-6.39, 2.33, -2.86)
C (-6.21, 1.25, -1.63)
O (-7.59, 3.18, -2.65)
P (0.63, 6.07, -3.09)
N (-0.06, 5.17, -4.29)
O (2.20, 6.52, -3.66)
O (-0.41, 7.51, -3.04)
H (-0.57, -0.20, -0.28)
H (-1.90, -0.51, 1.06)
H (-2.43, -0.05, -0.78)
H (-1.82, -2.40, -1.67)
H (-2.72, -2.64, -0.03)
H (-0.62, -4.16, 0.31)
H (-0.38, -2.57, 1.30)
H (1.74, -2.12, 0.14)
H (1.49, -3.83, -0.63)
H (0.11, -2.66, -2.65)
H (0.74, -0.95, -1.91)
H (3.16, -1.60, -2.09)
H (2.85, -3.40, -2.58)
H (1.23, -2.26, -4.69)
H (3.09, -2.60, -4.95)
H (2.39, -0.21, -5.79)
H (1.76, 0.28, -4.07)
H (4.82, -0.70, -4.44)
H (4.09, 0.23, -2.93)
H (5.55, 1.83, -4.29)
H (4.78, 1.32, -5.95)
H (2.28, 2.36, -4.89)
H (3.63, 3.53, -5.50)
H (4.51, 2.90, -2.70)
H (3.87, 4.55, -3.36)
H (1.32, 3.15, -3.05)
H (2.28, 2.19, -1.76)
H (2.71, 5.13, -1.54)
H (4.82, 3.96, 1.50)
H (4.87, 4.57, -0.84)
H (3.80, 1.64, -0.32)
H (2.79, 2.16, 2.90)
H (2.01, 0.79, 2.31)
H (0.71, 3.40, 2.90)
H (1.77, 5.17, 2.20)
H (3.43, 5.73, 1.54)
H (0.07, 7.26, -0.52)
H (-2.30, 4.40, -0.47)
H (-1.89, 5.68, -1.78)
H (-2.15, 2.54, -2.71)
H (-2.75, 4.12, -3.61)
H (-4.34, 4.25, -1.55)
H (-5.41, 4.22, -3.67)
H (-4.45, 2.62, -4.07)
H (-6.63, 1.67, -3.83)
H (-7.31, 0.96, -1.29)
H (-5.73, 0.27, -2.08)
H (-5.59, 1.67, -0.72)
H (-7.72, 3.77, -3.48)
H (-0.33, 4.24, -3.92)
H (2.36, 7.46, -3.32)
H (-1.26, 7.30, -3.52)
C (-7.58, -1.95, 0.04)
S (-6.37, -1.29, 1.21)
O (-5.31, -2.34, 1.40)
C (-7.46, -1.34, 2.65)
H (-7.11, -2.05, -0.94)
H (-7.92, -2.94, 0.37)
H (-8.43, -1.27, -0.03)
H (-7.81, -2.37, 2.82)
H (-8.31, -0.68, 2.49)
H (-6.90, -1.01, 3.52)
C (9.99, 0.91, 1.83)
S (8.56, 0.08, 1.11)
O (9.07, -1.06, 0.29)
C (8.13, 1.42, -0.03)
H (10.45, 0.24, 2.56)
H (10.72, 1.16, 1.06)
H (9.67, 1.83, 2.34)
H (8.98, 1.63, -0.70)
H (7.87, 2.31, 0.53)
H (7.27, 1.10, -0.63)
C (-0.80, -1.34, 5.52)
S (0.99, -1.07, 5.46)
O (1.24, 0.09, 4.54)
C (1.37, -2.58, 4.54)
H (-1.26, -0.49, 6.03)
H (-1.20, -1.42, 4.51)
H (-1.01, -2.26, 6.09)
H (0.83, -2.59, 3.59)
H (1.09, -3.45, 5.13)
H (2.45, -2.61, 4.34)
C (3.60, -5.01, 1.66)
S (3.00, -5.95, 3.09)
O (2.44, -4.96, 4.07)
C (4.64, -6.45, 3.68)
H (2.75, -4.57, 1.15)
H (4.28, -4.22, 1.99)
H (4.13, -5.69, 0.98)
H (5.24, -5.56, 3.89)
H (5.12, -7.07, 2.93)
H (4.51, -7.02, 4.60)
C (0.78, -7.97, -1.84)
S (0.45, -7.07, -0.31)
O (1.43, -5.93, -0.23)
C (1.04, -8.37, 0.80)
H (0.52, -7.32, -2.68)
H (1.84, -8.23, -1.90)
H (0.17, -8.87, -1.87)
H (2.09, -8.61, 0.57)
H (0.42, -9.26, 0.68)
H (0.97, -8.02, 1.83)
C (-11.30, -1.58, 6.93)
S (-9.51, -1.31, 6.87)
O (-9.26, -0.15, 5.95)
C (-9.13, -2.82, 5.95)
H (-11.76, -0.73, 7.44)
H (-11.70, -1.66, 5.92)
H (-11.51, -2.49, 7.49)
H (-9.67, -2.83, 5.00)
H (-9.41, -3.69, 6.54)
H (-8.05, -2.85, 5.75)

(3)
C34H90BO38 | ωB97M-V/def2-TZVPD

* LUMO level: 0.055 Ha
* net charge: -1
* DFT total energy: -115191.977 eV
* F_max: 5.5 eV/A
* energy above the lowest of the compared OMol25 structures with the same formula, charge and spin: 926.1 kJ/mol

Positions of all 163 atoms, in Å:
O (-1.91, 2.63, 1.78)
C (-1.31, 1.74, 1.17)
O (-0.53, 1.87, 0.20)
B (0.14, 0.60, -0.07)
O (-0.54, -0.40, 0.81)
C (-1.32, 0.22, 1.59)
O (-1.92, -0.19, 2.58)
O (1.59, 0.59, 0.23)
C (2.24, 0.27, -0.89)
O (3.44, -0.05, -1.04)
C (1.19, -0.10, -1.94)
O (-0.02, 0.06, -1.42)
O (1.51, -0.55, -3.06)
C (5.54, 7.51, 0.39)
C (6.02, 6.13, 0.87)
O (7.37, 6.11, 1.39)
O (4.21, 7.51, 0.12)
H (6.01, 7.76, -0.56)
H (5.54, 8.28, 1.16)
H (6.11, 5.50, -0.02)
H (5.23, 5.73, 1.51)
H (7.91, 5.51, 0.87)
H (3.75, 7.78, 0.92)
C (-4.48, 0.25, -7.65)
C (-5.53, -0.83, -7.23)
O (-5.11, -1.62, -6.10)
O (-3.98, 0.91, -6.52)
H (-4.99, 0.98, -8.28)
H (-3.74, -0.19, -8.31)
H (-5.77, -1.47, -8.08)
H (-6.52, -0.43, -6.99)
H (-5.74, -2.31, -5.89)
H (-3.88, 0.21, -5.87)
C (-3.97, 9.67, 0.05)
C (-4.27, 10.27, 1.38)
O (-3.38, 11.29, 1.75)
O (-4.14, 10.69, -0.99)
H (-4.65, 8.86, -0.23)
H (-2.98, 9.22, 0.04)
H (-4.18, 9.54, 2.18)
H (-5.27, 10.67, 1.51)
H (-3.59, 12.04, 1.19)
H (-4.95, 11.10, -0.71)
C (-9.70, 0.87, 4.80)
C (-9.67, -0.45, 5.63)
O (-10.87, -0.41, 6.41)
O (-10.32, 0.68, 3.55)
H (-8.64, 1.02, 4.58)
H (-10.20, 1.73, 5.26)
H (-8.84, -0.38, 6.33)
H (-9.47, -1.33, 5.02)
H (-11.60, -0.92, 6.06)
H (-10.03, -0.20, 3.27)
C (-5.74, 5.08, 11.23)
C (-4.73, 5.19, 10.13)
O (-3.51, 5.83, 10.51)
O (-6.21, 6.34, 11.58)
H (-5.35, 4.58, 12.11)
H (-6.62, 4.50, 10.96)
H (-5.21, 5.65, 9.27)
H (-4.41, 4.21, 9.79)
H (-3.55, 6.78, 10.40)
H (-5.41, 6.84, 11.75)
C (0.25, -6.90, 0.92)
C (-1.03, -6.97, 1.75)
O (-1.46, -8.31, 2.05)
O (1.31, -7.08, 1.79)
H (0.49, -5.97, 0.41)
H (0.25, -7.64, 0.12)
H (-1.83, -6.56, 1.14)
H (-0.93, -6.53, 2.74)
H (-1.33, -8.60, 2.95)
H (1.10, -7.72, 2.48)
C (-1.20, -6.24, -8.12)
C (-1.71, -7.58, -7.41)
O (-1.18, -8.68, -8.07)
O (-1.32, -6.17, -9.56)
H (-0.12, -6.22, -7.96)
H (-1.52, -5.31, -7.65)
H (-2.77, -7.80, -7.54)
H (-1.41, -7.62, -6.37)
H (-1.44, -9.50, -7.65)
H (-0.80, -5.40, -9.79)
C (7.42, -3.00, -9.49)
C (7.93, -1.91, -8.42)
O (8.55, -0.83, -9.10)
O (8.66, -3.64, -10.00)
H (7.00, -2.47, -10.34)
H (6.62, -3.59, -9.05)
H (8.58, -2.27, -7.62)
H (7.10, -1.48, -7.86)
H (9.32, -1.09, -9.60)
H (8.58, -3.93, -10.91)
C (1.86, -0.99, 7.74)
C (1.79, 0.47, 8.12)
O (3.15, 0.91, 7.97)
O (2.05, -1.69, 8.99)
H (2.71, -1.21, 7.08)
H (0.96, -1.37, 7.27)
H (1.38, 0.65, 9.11)
H (1.09, 0.99, 7.46)
H (3.30, 1.84, 8.18)
H (2.94, -1.52, 9.32)
C (1.66, 1.34, -12.57)
C (0.68, 2.48, -12.91)
O (0.98, 3.15, -14.16)
O (1.05, 0.15, -12.96)
H (1.62, 1.29, -11.48)
H (2.69, 1.44, -12.90)
H (0.86, 3.20, -12.12)
H (-0.32, 2.07, -12.77)
H (0.14, 3.57, -14.37)
H (0.95, 0.13, -13.92)
C (11.49, 2.27, -2.76)
C (12.13, 3.47, -3.27)
O (13.43, 3.65, -2.63)
O (11.34, 2.11, -1.40)
H (12.13, 1.41, -2.97)
H (10.57, 2.08, -3.32)
H (11.48, 4.29, -2.96)
H (12.17, 3.47, -4.36)
H (13.36, 3.14, -1.82)
H (11.12, 1.22, -1.14)
C (1.61, 8.15, 5.93)
C (2.95, 7.97, 6.64)
O (2.87, 7.32, 7.87)
O (1.71, 9.20, 4.92)
H (0.84, 8.51, 6.61)
H (1.21, 7.22, 5.52)
H (3.44, 8.94, 6.74)
H (3.63, 7.33, 6.07)
H (2.05, 7.51, 8.34)
H (0.84, 9.54, 4.71)
C (-7.54, -4.70, 0.02)
C (-7.69, -6.09, -0.54)
O (-7.43, -6.11, -1.97)
O (-8.78, -4.05, -0.08)
H (-6.81, -4.07, -0.49)
H (-7.28, -4.79, 1.07)
H (-8.64, -6.48, -0.18)
H (-7.04, -6.81, -0.04)
H (-7.61, -6.99, -2.30)
H (-9.24, -4.32, -0.88)
C (6.86, -8.12, -3.59)
C (7.26, -6.77, -2.94)
O (7.04, -6.93, -1.52)
O (5.51, -8.48, -3.68)
H (7.48, -8.97, -3.29)
H (7.14, -7.90, -4.62)
H (6.55, -6.02, -3.27)
H (8.30, -6.49, -3.14)
H (6.10, -7.03, -1.35)
H (5.35, -8.75, -4.59)
C (-3.90, -5.40, 10.03)
C (-5.20, -5.98, 10.65)
O (-5.16, -7.37, 10.89)
O (-3.00, -5.09, 11.07)
H (-4.17, -4.50, 9.50)
H (-3.59, -6.16, 9.32)
H (-5.92, -5.69, 9.89)
H (-5.61, -5.36, 11.45)
H (-4.87, -7.46, 11.80)
H (-2.22, -4.75, 10.64)